Entry from the OMol25 dataset: a cluster of 15 separate species, C54H144B6F24N9O18 in total at a distorted geometry (ωB97M-V with the def2-TZVPD basis set).

Each line ends with the Mulliken charge.
CARTESIAN COORDINATES (ANGSTROEM)
C (-10.591, 8.034, 0.072)  -0.729
O (-10.066, 6.946, -0.745)  -0.404
C (-10.281, 5.636, -0.324)  -0.665
C (-9.520, 5.179, 0.947)  -0.594
N (-7.975, 5.020, 0.780)  -0.080
H (-7.506, 4.482, 1.494)  0.375
H (-7.762, 4.496, -0.057)  0.249
C (-7.319, 6.378, 0.667)  -0.251
C (-5.790, 6.255, 0.991)  -1.061
O (-5.103, 5.315, 0.131)  0.054
C (-3.841, 4.792, 0.562)  -0.917
H (-11.180, 7.539, 0.844)  0.370
H (-11.130, 8.799, -0.487)  0.284
H (-9.729, 8.465, 0.582)  0.249
H (-10.210, 4.982, -1.193)  0.397
H (-11.339, 5.499, -0.099)  0.532
H (-9.867, 4.161, 1.126)  0.432
H (-9.741, 5.736, 1.858)  0.411
H (-7.864, 7.088, 1.290)  0.319
H (-7.574, 6.523, -0.383)  0.298
H (-5.614, 5.907, 2.009)  0.512
H (-5.352, 7.236, 0.805)  0.349
H (-3.896, 4.186, 1.467)  0.468
H (-2.995, 5.473, 0.645)  0.542
H (-3.518, 4.136, -0.246)  -0.283
C (-4.517, -3.529, 7.048)  -0.808
O (-3.302, -4.241, 6.964)  -0.347
C (-3.474, -5.602, 6.850)  -0.566
C (-2.473, -6.095, 5.765)  -0.508
N (-2.155, -5.077, 4.692)  -0.123
H (-3.047, -4.763, 4.336)  0.361
H (-1.887, -4.223, 5.160)  0.472
C (-1.294, -5.633, 3.565)  -0.801
C (-0.980, -4.594, 2.405)  0.089
O (-2.240, -4.348, 1.892)  -0.533
C (-2.216, -3.527, 0.760)  -0.388
H (-5.051, -3.422, 6.103)  0.339
H (-4.192, -2.534, 7.352)  0.275
H (-5.141, -3.855, 7.879)  0.351
H (-4.430, -6.094, 6.674)  0.420
H (-3.080, -6.054, 7.760)  0.343
H (-2.842, -6.957, 5.210)  0.391
H (-1.504, -6.384, 6.171)  0.360
H (-1.707, -6.543, 3.128)  0.356
H (-0.379, -5.975, 4.048)  0.316
H (-0.309, -4.906, 1.604)  0.178
H (-0.506, -3.727, 2.866)  0.162
H (-1.520, -2.701, 0.909)  0.075
H (-3.247, -3.194, 0.633)  0.353
H (-2.022, -4.105, -0.143)  0.269
C (-0.402, 4.865, 2.748)  -0.297
O (0.166, 5.568, 1.707)  -0.407
C (0.248, 4.838, 0.459)  0.209
C (1.654, 4.512, -0.012)  -0.036
N (2.545, 5.738, -0.088)  0.114
H (3.421, 5.360, -0.419)  0.443
H (2.226, 6.450, -0.730)  0.506
C (2.924, 6.560, 1.221)  -0.673
C (4.320, 7.235, 1.093)  -0.655
O (5.265, 6.177, 1.274)  -0.093
C (6.589, 6.651, 1.178)  -0.950
H (-1.489, 4.815, 2.695)  0.072
H (-0.109, 5.319, 3.695)  0.336
H (-0.017, 3.846, 2.748)  0.119
H (-0.181, 5.455, -0.331)  0.164
H (-0.365, 3.938, 0.500)  0.186
H (1.753, 4.064, -1.001)  -0.676
H (2.114, 3.729, 0.591)  0.047
H (2.740, 5.927, 2.089)  0.289
H (2.075, 7.242, 1.169)  0.495
H (4.322, 7.869, 1.979)  0.452
H (4.358, 7.826, 0.178)  0.381
H (6.769, 7.045, 0.178)  0.377
H (7.362, 5.883, 1.188)  0.272
H (6.901, 7.383, 1.923)  0.338
C (2.413, -6.662, 2.142)  -0.685
O (3.314, -7.476, 2.873)  -0.392
C (3.077, -7.533, 4.269)  -0.218
C (3.429, -8.912, 4.867)  -0.761
N (2.529, -9.920, 4.053)  -0.256
H (1.534, -9.762, 4.134)  0.365
H (2.764, -9.645, 3.110)  0.408
C (2.830, -11.440, 4.374)  -0.666
C (4.409, -11.763, 4.386)  -0.677
O (5.176, -11.311, 3.285)  -0.321
C (4.982, -11.973, 2.023)  -0.706
H (1.446, -7.065, 1.839)  0.249
H (2.950, -6.276, 1.275)  0.444
H (2.288, -5.767, 2.750)  0.305
H (2.032, -7.322, 4.495)  0.134
H (3.624, -6.759, 4.808)  0.392
H (3.180, -9.147, 5.902)  0.426
H (4.429, -9.218, 4.561)  0.412
H (2.202, -11.918, 3.623)  0.433
H (2.268, -11.667, 5.280)  0.418
H (4.559, -12.836, 4.510)  0.484
H (4.825, -11.445, 5.342)  0.387
H (3.941, -11.950, 1.701)  0.289
H (5.297, -13.010, 2.140)  0.321
H (5.523, -11.456, 1.230)  0.266
C (-1.183, 1.617, -0.676)  -0.541
O (0.045, 1.422, -0.043)  0.479
C (0.007, 0.698, 1.182)  -0.518
C (1.402, 0.276, 1.706)  0.003
N (2.108, -0.452, 0.512)  3.225
H (1.532, -1.046, -0.066)  -0.337
H (2.532, 0.337, 0.045)  -0.886
C (3.297, -1.323, 0.835)  -1.630
C (2.767, -2.684, 1.349)  -0.611
O (1.604, -3.250, 0.607)  0.206
C (1.901, -3.687, -0.731)  -0.461
H (-1.067, 2.111, -1.641)  -0.780
H (-1.848, 2.241, -0.079)  0.316
H (-1.662, 0.661, -0.888)  0.298
H (-0.505, -0.257, 1.059)  -0.460
H (-0.601, 1.312, 1.846)  0.635
H (1.272, -0.386, 2.562)  0.314
H (1.969, 1.175, 1.948)  -0.048
H (3.901, -0.748, 1.537)  0.697
H (3.807, -1.440, -0.121)  0.524
H (2.321, -2.591, 2.339)  -0.017
H (3.548, -3.434, 1.473)  0.498
H (1.283, -4.563, -0.927)  0.299
H (2.914, -3.877, -1.088)  0.194
H (1.357, -2.969, -1.345)  -0.192
C (3.539, -2.655, -8.584)  -0.770
O (2.243, -3.240, -8.195)  -0.380
C (2.131, -4.255, -7.118)  -0.058
C (0.651, -4.632, -6.908)  -0.710
N (-0.251, -3.407, -6.687)  0.492
H (0.302, -2.824, -6.075)  -0.266
H (-0.203, -2.748, -7.451)  0.493
C (-1.718, -3.750, -6.366)  -0.816
C (-1.964, -4.155, -4.922)  -0.580
O (-1.498, -2.999, -4.110)  0.121
C (-1.520, -3.417, -2.782)  -1.294
H (3.912, -3.311, -9.371)  0.328
H (4.180, -2.269, -7.791)  0.302
H (3.195, -1.797, -9.161)  0.276
H (2.422, -3.705, -6.224)  -0.122
H (2.662, -5.186, -7.318)  0.449
H (0.537, -5.388, -6.131)  0.387
H (0.384, -5.124, -7.843)  0.453
H (-2.059, -4.556, -7.016)  0.385
H (-2.245, -2.817, -6.566)  0.377
H (-1.437, -5.041, -4.569)  0.439
H (-3.034, -4.321, -4.796)  0.384
H (-2.497, -3.665, -2.369)  0.619
H (-1.170, -2.610, -2.138)  0.151
H (-0.847, -4.248, -2.570)  0.400
C (-0.485, 6.110, -8.035)  -0.813
O (-0.606, 4.913, -7.307)  -0.383
C (-1.971, 4.537, -7.021)  -0.802
C (-1.964, 3.109, -6.392)  -0.313
N (-0.799, 3.062, -5.312)  0.774
H (-0.029, 3.563, -5.733)  0.678
H (-1.088, 3.648, -4.542)  -0.683
C (-0.351, 1.636, -4.882)  -0.678
C (0.949, 1.697, -4.005)  1.024
O (1.793, 2.705, -4.502)  -0.573
C (3.069, 2.849, -3.746)  -0.285
H (-0.252, 6.939, -7.368)  0.290
H (-1.431, 6.390, -8.499)  0.361
H (0.283, 6.040, -8.805)  0.266
H (-2.500, 4.526, -7.974)  0.637
H (-2.495, 5.363, -6.541)  0.295
H (-1.777, 2.265, -7.055)  0.448
H (-2.860, 2.813, -5.848)  0.167
H (-0.098, 1.018, -5.743)  0.618
H (-1.195, 1.074, -4.481)  -0.112
H (1.492, 0.760, -4.130)  0.121
H (0.729, 1.938, -2.965)  -0.665
H (3.645, 1.924, -3.702)  0.293
H (2.926, 3.347, -2.787)  -0.220
H (3.810, 3.426, -4.298)  0.431
C (-3.691, 0.299, -3.468)  -0.804
O (-4.104, 1.599, -3.588)  -0.420
C (-4.632, 2.234, -2.414)  -0.553
C (-5.578, 3.494, -2.703)  0.014
N (-4.786, 4.505, -3.586)  0.911
H (-3.838, 4.156, -3.595)  -0.720
H (-5.154, 4.371, -4.516)  0.468
C (-4.718, 6.047, -3.182)  -0.119
C (-5.952, 6.834, -3.520)  -0.990
O (-7.055, 6.366, -2.745)  -0.014
C (-8.313, 6.441, -3.476)  -0.704
H (-2.931, 0.205, -2.692)  0.274
H (-3.357, -0.122, -4.416)  0.218
H (-4.574, -0.284, -3.206)  0.542
H (-3.905, 2.359, -1.611)  -0.108
H (-5.380, 1.574, -1.975)  0.776
H (-5.885, 3.937, -1.756)  -0.557
H (-6.506, 3.317, -3.247)  0.660
H (-3.876, 6.415, -3.769)  0.348
H (-4.452, 6.060, -2.125)  -0.037
H (-6.071, 6.687, -4.594)  0.503
H (-5.762, 7.871, -3.243)  0.380
H (-8.505, 7.455, -3.827)  0.347
H (-9.139, 6.258, -2.789)  -0.048
H (-8.296, 5.919, -4.433)  0.384
C (6.498, -2.226, 1.810)  -0.900
O (5.922, -1.702, 2.958)  -0.305
C (5.388, -2.709, 3.825)  -0.182
C (4.735, -2.088, 5.070)  -0.599
N (5.809, -1.196, 5.697)  -0.165
H (6.359, -1.793, 6.298)  0.419
H (6.403, -0.879, 4.945)  0.488
C (5.376, 0.052, 6.564)  -0.583
C (6.518, 0.853, 7.235)  -0.766
O (7.157, 0.101, 8.301)  -0.343
C (8.241, 0.855, 8.848)  -0.780
H (7.486, -2.642, 2.010)  0.468
H (6.647, -1.438, 1.071)  0.269
H (5.909, -3.042, 1.392)  0.241
H (6.241, -3.247, 4.240)  0.520
H (4.712, -3.458, 3.411)  0.182
H (4.357, -2.876, 5.721)  0.414
H (3.848, -1.497, 4.840)  0.108
H (4.598, -0.400, 7.179)  0.516
H (4.859, 0.734, 5.889)  0.309
H (6.110, 1.746, 7.709)  0.461
H (7.138, 1.223, 6.418)  0.385
H (7.939, 1.785, 9.330)  0.306
H (9.023, 0.972, 8.098)  0.338
H (8.746, 0.254, 9.604)  0.273
B (6.722, -4.255, -1.385)  0.397
F (7.204, -5.003, -2.532)  -0.404
F (5.293, -4.072, -1.485)  -0.254
F (6.965, -5.135, -0.329)  -0.422
F (7.339, -3.072, -1.154)  -0.354
B (2.092, -2.106, -3.951)  0.183
F (1.549, -3.362, -3.725)  -0.430
F (3.457, -2.108, -4.320)  -0.345
F (1.280, -1.539, -4.871)  -0.396
F (1.979, -1.362, -2.786)  -0.021
B (-4.195, 0.366, 1.511)  0.073
F (-3.169, 0.584, 2.392)  -0.337
F (-3.785, -0.581, 0.601)  -0.238
F (-5.292, -0.085, 2.264)  -0.379
F (-4.521, 1.561, 0.912)  -0.071
B (4.568, 2.102, -0.273)  -0.421
F (3.424, 1.675, -0.913)  -0.546
F (4.546, 3.400, 0.229)  -0.196
F (4.779, 1.182, 0.698)  -0.010
F (5.606, 2.062, -1.197)  -0.319
B (2.605, 1.493, 4.763)  0.132
F (3.326, 1.039, 3.690)  -0.067
F (2.540, 0.517, 5.761)  -0.428
F (3.276, 2.629, 5.163)  -0.327
F (1.311, 1.802, 4.232)  -0.355
B (-1.296, 5.226, -3.051)  0.203
F (-1.576, 5.695, -4.308)  -0.398
F (-2.032, 4.053, -2.883)  0.287
F (0.073, 4.908, -2.941)  -0.145
F (-1.771, 6.093, -2.134)  -0.332

Atomic forces in eV per Å
0.8 -1.6 0.6
0.3 0.9 -0.7
-0.6 0.6 0.8
0.5 -1.6 -0.8
-1.2 1.0 0.6
-0.3 -0.3 0.9
-0.1 -0.1 -0.5
1.0 -1.4 -0.9
0.2 -0.3 -0.9
-1.1 0.5 0.0
0.4 -0.6 -0.3
-0.6 0.5 0.0
0.0 -0.5 -0.2
-0.1 0.4 -0.1
0.9 -0.2 0.0
-0.3 0.0 0.6
-0.1 -0.1 0.1
0.3 0.3 -0.3
0.3 -0.1 0.1
0.7 1.2 0.0
-0.2 0.4 0.3
0.0 0.2 0.4
-0.3 0.0 0.1
-0.5 0.8 0.1
-0.2 -0.2 0.0
0.1 1.8 0.9
-0.7 0.2 -0.6
2.2 -1.8 -0.2
0.4 -0.6 -0.6
-1.1 -0.7 -0.4
-0.6 0.0 -0.8
1.1 0.5 0.1
1.7 0.6 -0.6
-0.8 -0.9 1.7
-0.4 -0.2 0.6
-1.1 0.4 -0.6
-0.1 -0.4 0.0
-0.2 0.2 -0.2
-0.2 -0.5 -0.3
-0.5 1.0 -0.2
-0.2 -0.2 0.3
-0.1 -0.1 0.2
-0.1 0.2 0.2
-0.8 0.3 0.3
0.2 0.3 0.1
0.4 -0.7 0.3
0.0 0.5 0.0
-0.1 0.1 -0.3
0.2 0.6 0.1
0.6 -0.1 0.0
0.0 -1.2 1.0
0.9 0.5 -2.1
-0.4 0.8 -0.3
0.3 -0.2 0.7
1.1 -0.4 1.9
0.7 -0.2 -0.3
-0.4 -0.2 -0.5
-1.1 -0.2 -1.6
-1.5 -2.1 1.5
-0.3 0.9 -0.4
1.2 0.1 -1.0
-0.3 0.1 -0.1
-0.1 0.1 -0.1
0.0 -0.2 0.3
-0.3 0.3 0.1
0.2 -0.2 0.1
-0.8 0.2 -0.2
0.5 0.6 0.5
0.6 -0.1 -0.2
0.4 0.6 0.7
0.3 0.6 -0.1
0.6 -0.1 -0.2
-0.2 0.6 -0.1
-0.7 -0.7 0.5
-0.5 0.2 0.2
0.9 1.7 0.3
-0.1 -1.6 0.5
-0.2 0.1 0.7
-1.4 -0.8 -2.0
2.0 -0.6 1.2
-0.3 0.2 0.4
0.3 -0.4 -0.8
0.3 1.1 -1.2
-0.9 -0.6 -0.4
-0.8 1.0 0.6
-0.4 -0.3 0.5
0.1 -0.6 0.3
0.0 -0.4 -0.2
-0.6 0.3 0.0
-0.4 0.0 -0.1
0.4 0.1 -0.1
0.3 0.7 0.1
0.1 0.1 0.4
0.7 -0.4 -0.4
0.7 0.2 0.5
-0.7 -0.4 -0.3
0.2 0.9 -0.3
-0.3 -0.1 0.2
0.1 0.0 -0.3
0.4 0.0 0.5
-0.4 -0.3 -0.1
1.6 -0.1 -0.2
-0.4 -0.4 -0.1
-0.9 0.5 -1.8
0.7 0.5 2.3
-0.7 0.4 -0.4
0.0 0.5 -1.4
-1.0 -0.6 0.0
-1.3 -0.3 0.1
2.4 0.5 1.1
-2.0 0.3 -0.9
0.5 0.1 0.1
-0.3 -0.1 0.3
-0.3 -0.2 0.3
-0.6 -0.1 -0.3
0.3 -0.3 0.8
0.2 0.2 -0.1
0.4 -0.6 0.1
0.2 -0.4 0.1
0.3 -0.1 0.1
0.1 0.4 0.2
0.2 0.1 -0.6
0.2 -0.6 0.4
0.3 0.4 0.6
0.8 0.2 -0.5
-2.0 -0.2 -0.8
-0.6 -1.0 1.0
-0.3 2.4 -0.1
0.5 0.2 -1.9
0.4 -1.8 -0.2
-0.2 0.4 2.2
-0.1 -0.5 -1.3
0.9 0.5 0.5
1.1 2.2 0.4
-1.2 -2.0 -1.2
0.5 0.6 1.7
0.9 -0.2 0.6
0.0 -0.7 0.1
0.1 0.3 0.2
0.8 -0.6 0.3
0.3 0.2 0.1
0.0 0.6 0.4
-0.7 0.2 -0.1
0.3 0.2 -0.3
-0.2 -0.2 0.0
0.2 -0.1 -0.3
-0.1 0.1 0.1
-0.5 -0.2 -0.5
0.2 0.3 -0.3
0.2 -0.2 -0.3
-0.3 0.9 0.0
-0.8 -1.2 0.6
0.8 -0.2 -1.3
1.3 0.5 1.7
-1.2 -1.7 -1.5
0.8 0.1 -0.2
-0.1 -0.3 0.6
0.8 0.7 -0.2
-0.1 0.3 -0.1
1.4 1.0 -0.1
-0.3 -0.2 -1.1
0.2 0.0 0.1
-0.1 -0.2 -0.3
0.0 -0.3 0.2
-0.1 -0.6 -0.3
0.2 -0.4 1.1
0.3 0.5 -0.4
-0.2 0.4 0.0
0.1 0.7 -0.6
0.0 0.6 0.7
-0.5 -0.4 0.5
-0.2 -0.4 0.2
-0.8 -0.5 0.7
-0.2 -0.5 0.0
-0.8 0.6 -0.5
-0.4 -1.5 0.9
-0.6 3.6 -0.6
-2.1 -0.6 -0.4
2.0 -0.2 -0.4
-1.2 0.9 1.4
0.9 0.1 0.1
0.0 0.3 -0.4
0.5 -1.4 -0.1
0.1 -0.9 0.7
-0.8 -0.4 -1.0
0.5 1.3 0.1
0.1 -0.3 0.0
0.3 0.5 -0.1
0.1 -0.5 0.4
0.3 0.5 -0.3
0.0 -0.5 0.3
0.6 0.2 0.0
0.3 -0.6 -0.1
0.1 0.1 0.1
-0.1 -0.1 -0.1
-0.7 0.4 -0.2
0.1 0.2 -0.5
0.2 0.5 0.3
0.3 -0.6 -0.2
0.0 -0.9 0.4
1.1 -0.7 -1.4
-2.1 -0.1 2.1
1.0 0.8 0.9
-0.1 0.9 -1.1
-0.8 0.6 1.1
0.5 -0.1 0.3
0.3 0.1 -0.7
-0.3 -0.5 -0.3
-0.7 -1.4 0.8
-0.2 0.6 -1.4
0.6 -0.9 0.1
0.2 -0.1 0.1
-0.3 0.0 0.1
-0.1 0.1 -0.3
0.3 -0.6 -0.2
-0.1 0.2 -0.6
0.7 0.1 0.4
0.3 0.5 -0.1
0.3 0.4 0.5
0.1 -0.2 -0.2
-0.5 0.1 -0.3
0.8 -0.2 0.2
-0.2 0.1 -0.3
-0.1 0.6 -0.2
-0.5 -0.2 0.2
-0.4 -2.3 -1.2
-0.5 1.3 0.4
0.2 0.1 0.1
-0.2 -0.3 1.3
0.4 1.1 -0.1
2.3 -0.2 1.5
0.0 -1.5 0.0
-1.2 -0.4 -0.3
-1.5 1.3 -2.8
-0.2 0.8 1.2
-0.4 -0.5 1.5
1.4 0.4 0.9
0.1 -0.8 -1.2
-0.5 -0.3 -0.2
-0.5 1.4 -1.2
2.2 0.1 -1.0
-2.3 0.2 -0.7
-1.1 0.8 0.3
0.3 -1.1 2.0
0.3 0.1 -0.5
-0.7 1.0 -0.8
1.1 -1.6 -1.2
-0.2 -0.3 0.3
-0.1 0.6 1.1
-0.1 -0.1 0.7
1.3 0.1 0.4
-0.2 0.4 -1.6
-1.0 -1.9 -0.1
-0.5 0.2 0.1
-0.1 1.3 1.4

Summary:
LUMO level ... -5.68 eV
Energy above the lowest of the compared OMol25 structures with the same formula, charge and spin ... 0.00 kJ/mol
Max |F| ... 3.739 eV/A
Charge ... +3